No. 1
Here is one molecule with the formula C5H9NO from OMol25. Energies are from ωB97M-V/def2-TZVPD.

- HOMO: -9.75 eV
- SMILES: [H]/N=C(\C)[C@H]1O[C@@H]1C
- HOMO-LUMO gap: 10.675 eV
- E_tot: -325.82388 hartree
- Energy relative to the best compared isomer or geometry (same formula, charge and spin): 71.3 kcal per mole
- LUMO: 0.925 eV

Geometry as ORCA input:
```
! RIJCOSX wB97M-V def2-TZVPD def2/J DEFGRID3
* xyz 0 1
H 2.85471 -1.62087 -0.15191
N 1.81818 -1.59589 -0.47051
C 1.31801 -0.49243 -0.25857
C 1.98977 0.60477 0.50221
C -0.12681 -0.35067 -0.66989
O -1.01520 -1.40476 -0.44826
C -1.20646 -0.19626 0.25552
C -2.44964 0.49888 -0.08643
H 1.34546 1.03578 1.32908
H 2.39414 1.26234 -0.24539
H 2.94174 0.14367 1.00149
H -0.20808 0.20874 -1.55154
H -1.04036 -0.15083 1.33305
H -2.71037 0.83449 -1.14083
H -2.67624 1.38034 0.43473
H -3.22883 -0.15730 0.16725
*
```

***

No. 2
Here is one molecule with the formula C5H9NO from OMol25. Energies are from ωB97M-V/def2-TZVPD.

- HOMO: -10.71 eV
- SMILES: C[C@@H](O)[C@@H](C)C#N
- HOMO-LUMO gap: 11.429 eV
- E_tot: -325.89973 hartree
- Energy relative to the best compared isomer or geometry (same formula, charge and spin): 23.7 kcal per mole
- LUMO: 0.722 eV

Geometry as ORCA input:
```
! RIJCOSX wB97M-V def2-TZVPD def2/J DEFGRID3
* xyz 0 1
C 0.40355 -0.48531 -1.55077
C 0.92080 -0.32767 -0.11512
O 1.76025 0.79126 0.10302
C -0.21917 -0.15815 0.97793
C -1.01436 1.14816 0.82352
C -1.09261 -1.33392 0.95392
N -1.74878 -2.28240 0.86216
H -0.29956 -1.32570 -1.58804
H 1.20743 -0.70771 -2.26832
H -0.11828 0.41680 -1.89133
H 1.49049 -1.22995 0.15391
H 2.03219 1.17450 -0.74667
H 0.29467 -0.14811 1.95265
H -1.51156 1.41962 1.76037
H -1.76971 1.09389 0.03319
H -0.32664 1.96420 0.56184
*
```

***

No. 3
Here is a 2-piece molecular cluster, C5H9NO overall from OMol25. Energies are from ωB97M-V/def2-TZVPD.

- HOMO: -9.46 eV
- SMILES: CN=C=O.C=CC
- HOMO-LUMO gap: 10.058 eV
- E_tot: -325.83801 hartree
- Energy relative to the best compared isomer or geometry (same formula, charge and spin): 62.5 kcal per mole
- LUMO: 0.603 eV

Geometry as ORCA input:
```
! RIJCOSX wB97M-V def2-TZVPD def2/J DEFGRID3
* xyz 0 1
C -0.38911 3.57759 0.88146
N -0.88666 2.81242 -0.21810
C -1.60328 2.68760 -1.19919
O -2.21033 2.14320 -2.03528
H -1.20997 4.17883 1.42215
H -0.04749 2.84594 1.58206
H 0.41893 4.33100 0.53802
C 0.45386 -0.57732 0.26874
C 1.64903 -0.38228 -0.29837
C 1.69606 -0.18360 -1.78733
H 0.26461 -0.94208 1.22753
H -0.44615 -0.48571 -0.37768
H 2.62024 -0.53540 0.16540
H 0.81388 0.57605 -2.05158
H 1.41289 -1.18917 -2.33996
H 2.59268 0.40340 -2.17788
*
```

***

No. 4
Here is one molecule with the formula C5H9NO from OMol25. Energies are from ωB97M-V/def2-TZVPD.

- HOMO: -8.16 eV
- HOMO-LUMO gap: 8.865 eV
- E_tot: -325.84460 hartree
- Energy relative to the best compared isomer or geometry (same formula, charge and spin): 58.3 kcal per mole
- LUMO: 0.705 eV

Geometry as ORCA input:
```
! RIJCOSX wB97M-V def2-TZVPD def2/J DEFGRID3
* xyz 0 1
C 1.80710 -0.24343 0.18192
C 0.46499 0.48950 0.23679
C -0.57945 0.02335 -0.78473
O -0.50123 -1.37254 -1.01041
C -1.90212 0.26951 -0.05220
C -1.61992 0.15395 1.44422
N -0.30703 0.27756 1.49111
H 2.25650 -0.17151 -0.81939
H 2.54003 0.18817 0.87231
H 1.68968 -1.30381 0.42333
H 0.64554 1.56930 0.12215
H 0.21920 0.25275 2.35375
H -0.50122 0.58519 -1.72441
H 0.34206 -1.56345 -1.43978
H -2.67256 -0.42309 -0.40327
H -2.27590 1.28706 -0.23771
*
```

***

No. 5
Here is one molecule with the formula C5H9NO from OMol25. Energies are from ωB97M-V/def2-TZVPD.

- HOMO: -9.57 eV
- SMILES: CC1(C)CNC1=O
- HOMO-LUMO gap: 10.317 eV
- E_tot: -325.85439 hartree
- Energy relative to the best compared isomer or geometry (same formula, charge and spin): 52.2 kcal per mole
- LUMO: 0.750 eV

Geometry as ORCA input:
```
! RIJCOSX wB97M-V def2-TZVPD def2/J DEFGRID3
* xyz 0 1
C -1.42444 -0.61801 0.44642
C -0.06356 -0.03603 0.17390
C 0.42276 1.01595 1.17273
C 1.01913 -1.01040 -0.26103
N 1.09356 0.06903 -1.64356
C -0.08974 0.57669 -1.19654
O -0.95205 1.25123 -1.72451
H -2.13571 0.15893 0.14031
H -1.53041 -0.90118 1.49820
H -1.56192 -1.50566 -0.19031
H 0.53901 0.59897 2.17839
H -0.30489 1.83255 1.21407
H 1.38381 1.45456 0.86975
H 1.75353 -1.20295 0.58330
H 0.61686 -1.97779 -0.59454
H 1.22360 0.25539 -2.67422
*
```

***

No. 6
Here is one molecule with the formula C5H9NO from OMol25. Energies are from ωB97M-V/def2-TZVPD.

- HOMO: -8.52 eV
- HOMO-LUMO gap: 9.274 eV
- E_tot: -325.82963 hartree
- Energy relative to the best compared isomer or geometry (same formula, charge and spin): 67.7 kcal per mole
- LUMO: 0.753 eV

Geometry as ORCA input:
```
! RIJCOSX wB97M-V def2-TZVPD def2/J DEFGRID3
* xyz 0 1
C -0.26672 -0.44446 0.40931
C -1.61257 1.49334 0.78496
C -0.84634 -1.76422 -0.09701
C 1.70896 1.07612 -0.20693
N -1.05592 0.68037 -0.05073
C 1.21546 -0.32442 0.03042
O 1.92182 -1.29535 -0.04090
H -1.10906 0.72421 -1.07552
H -2.17494 2.27378 0.23723
H -0.30462 -0.41884 1.50587
H -1.83961 -1.92674 0.31320
H -0.19574 -2.58114 0.20108
H -0.90848 -1.75601 -1.18420
H 1.33092 1.43591 -1.16339
H 2.79502 1.08635 -0.23502
H 1.34181 1.74107 0.57163
*
```

***

No. 7
Here is C5H9NO as an isolated structure from OMol25. Energies are from ωB97M-V/def2-TZVPD.

- HOMO: -9.12 eV
- HOMO-LUMO gap: 10.048 eV
- E_tot: -325.75926 hartree
- Energy relative to the best compared isomer or geometry (same formula, charge and spin): 111.9 kcal per mole
- LUMO: 0.930 eV

Geometry as ORCA input:
```
! RIJCOSX wB97M-V def2-TZVPD def2/J DEFGRID3
* xyz 0 1
C -1.40226 -0.23882 1.19784
C -1.31404 0.05959 -0.27984
N -1.07642 1.45811 -0.63462
C -0.05560 0.44292 -0.97423
C 1.69906 0.28365 -0.21238
C 1.98734 -1.07278 0.28479
O 1.19697 -1.96829 0.50695
H -0.82486 0.49932 1.76322
H -2.44011 -0.19262 1.55171
H -0.99342 -1.23288 1.38701
H -2.00553 -0.51517 -0.90139
H -1.61638 1.75493 -1.45596
H 0.11345 0.25249 -2.01316
H 0.93936 0.97000 0.12972
H 2.49930 0.65790 -0.86564
H 3.08740 -1.25718 0.42625
*
```

***

No. 8
Here is one molecule with the formula C5H9NO from OMol25. Energies are from ωB97M-V/def2-TZVPD.

- HOMO: -9.55 eV
- SMILES: CC/C(C)=N\C=O
- HOMO-LUMO gap: 10.108 eV
- E_tot: -325.87650 hartree
- Energy relative to the best compared isomer or geometry (same formula, charge and spin): 38.3 kcal per mole
- LUMO: 0.563 eV

Geometry as ORCA input:
```
! RIJCOSX wB97M-V def2-TZVPD def2/J DEFGRID3
* xyz 0 1
C -1.50540 -0.56443 -0.64045
C -0.82819 -0.10469 0.68393
C 0.55769 -0.04279 0.14646
C 1.37622 -1.28758 0.24822
N 1.01616 0.92014 -0.54957
C 0.64497 2.22226 -0.24027
O 0.29032 2.62324 0.85477
H -2.41103 -1.03943 -0.32415
H -1.70221 0.31706 -1.26545
H -0.97868 -1.27056 -1.33280
H -1.25036 0.85927 1.02137
H -0.89765 -0.81218 1.53153
H 2.14010 -1.29945 -0.52020
H 0.81215 -2.21492 0.25807
H 1.86584 -1.17495 1.21648
H 0.87007 2.86901 -1.08796
*
```